Below is C19H27N3O3 in the gas phase, with properties calculated with ωB97M-V/def2-TZVPD.

Cartesian coordinates (Å):
C 1.7273 1.2308 2.7890
O 2.9656 1.5613 2.1978
C 3.1385 1.3432 0.8699
C 4.3592 1.7522 0.3279
C 4.6088 1.5782 -1.0173
C 3.6741 0.9749 -1.8416
C 2.4678 0.5434 -1.3046
N 1.5261 -0.0810 -2.1368
C 0.4556 -0.8311 -1.6854
O -0.6626 -0.7062 -2.1708
N 0.7343 -1.7269 -0.7159
C 2.0312 -2.2528 -0.3487
C 1.7136 -3.6976 0.0271
C 0.3636 -3.5629 0.7292
C -0.3385 -2.4283 -0.0161
C -0.9852 -1.4052 0.9419
O -0.6348 -1.2911 2.1020
N -1.9146 -0.6503 0.3447
C -2.5488 0.4837 0.9867
C -4.0601 0.4503 0.7444
C -4.4062 0.7291 -0.7166
C -3.8226 2.0664 -1.1609
C -2.3089 2.0699 -0.9745
C -1.9538 1.8061 0.4865
C 2.1908 0.7527 0.0444
H 1.4784 0.1719 2.6770
H 1.8385 1.4616 3.8468
H 0.9145 1.8351 2.3740
H 5.0847 2.2108 0.9796
H 5.5483 1.9104 -1.4322
H 3.8743 0.8342 -2.8927
H 1.3620 0.3670 -3.0282
H 2.4421 -1.7151 0.5146
H 2.7290 -2.1607 -1.1817
H 1.6138 -4.3043 -0.8742
H 2.4773 -4.1365 0.6649
H 0.5026 -3.2532 1.7673
H -0.2167 -4.4824 0.7114
H -1.0799 -2.7818 -0.7410
H -1.9962 -0.7100 -0.6638
H -2.3418 0.3734 2.0577
H -4.4505 -0.5242 1.0439
H -4.5261 1.2088 1.3766
H -4.0109 -0.0655 -1.3523
H -5.4918 0.7373 -0.8354
H -4.0680 2.2486 -2.2088
H -4.2646 2.8709 -0.5674
H -1.8609 1.3048 -1.6115
H -1.8976 3.0353 -1.2775
H -0.8684 1.7826 0.6074
H -2.3425 2.6154 1.1087
H 1.2303 0.4566 0.4344

Computed properties:
SMILES = COc1cccc(NC(=O)N2CCC[C@H]2C(=O)NC2CCCCC2)c1
HOMO level = -8.331 eV
2S+1 = 1
charge = 0
ΔE to the lowest compared entry with this formula, charge and spin = 0.765 eV
strongest force on any atom = 0.012 Eh/bohr
HOMO-LUMO gap = 9.12 eV